(1)
Formula: C3H3NO3
Source: OMol25
Level of theory: ωB97M-V/def2-TZVPD

```
10
Properties=species:S:1:pos:R:3
H -0.48 2.01 -1.59
N -1.09 1.37 -1.08
C -0.43 0.51 -0.46
C -1.03 -0.50 0.45
O -0.51 -0.98 1.45
O 0.91 0.51 -0.48
C 1.44 -0.46 0.31
O 2.16 -0.45 1.25
H -2.11 -0.59 0.43
H 1.15 -1.42 -0.28
```

- SMILES = [H]/N=C(/C=O)OC=O

The Mulliken scheme yields these atomic charges, measured in e: H 0.29; N -0.63; C 0.68; C -0.07; O -0.42; O -0.33; C 0.14; O -0.42; H 0.39; H 0.37

(2)
Formula: C3H3NO3S3
Source: OMol25
Level of theory: ωB97M-V/def2-TZVPD

```
13
C3H3NO3S3, DFT ωB97M-V/def2-TZVPD
C -0.07 0.42 0.65
C -1.25 -0.02 0.39
C 1.39 0.07 0.54
N -2.13 -1.01 -0.13
O -2.48 -1.91 0.57
O -2.49 -0.75 -1.25
O -1.04 2.85 -0.20
S 2.00 0.55 -1.25
S 1.56 -1.79 0.63
S -1.19 1.83 0.82
H 2.16 0.46 1.13
H 0.87 1.13 -1.69
H 2.68 -1.84 -0.21
```

The Mulliken scheme yields these atomic charges, measured in e: C -0.44; C 0.12; C 0.06; N 0.94; O -0.51; O -0.51; O -0.47; S -0.17; S -0.19; S 0.36; H 0.47; H 0.16; H 0.19

(3)
Formula: C3H3NO4
Source: OMol25
Level of theory: ωB97M-V/def2-TZVPD

```
11
Properties=species:S:1:pos:R:3
O -0.37 0.47 -2.69
N -1.09 -0.36 -1.94
C -0.65 -0.44 -0.77
O -1.06 -1.27 0.22
C -0.36 -0.81 1.37
C 0.47 0.12 1.02
O 1.34 0.88 1.79
O 0.31 0.41 -0.22
H 0.28 0.90 -2.11
H -0.56 -1.38 2.23
H 1.69 1.48 1.11
```

- SMILES = O/N=c1/occ(O)o1

The Mulliken scheme yields these atomic charges, measured in e: O -0.32; N -0.39; C 0.69; O -0.34; C -0.38; C 0.51; O -0.48; O -0.42; H 0.38; H 0.41; H 0.34

Across the entries above, highest occupied orbital energy takes the values -0.397; -0.358; -0.311 Ha, respectively.
Across the entries above, F_max takes the values 4.91; 3.34; 4.78 eV Å⁻¹, respectively.
Across the entries above, calculated total energy takes the values -10789.9814; -43291.0082; -12835.8527 eV, respectively.